# 1
2 unconnected molecules or ions with the total composition C3H9N3O at a distorted geometry, computed with the ωB97M-V functional and the def2-TZVPD basis.

```
16
Properties=species:S:1:pos:R:3
C -1.28607 -1.18905 -0.44839
C -0.02511 -1.97731 -0.37028
O 1.65346 -0.42270 -0.71904
N 1.12972 -1.71736 -0.83365
H 2.54163 -0.46616 -1.09755
H -0.16164 -3.04570 -0.23828
H -2.00471 -1.66532 -1.11282
H -1.09273 -0.19277 -0.83736
H -1.74014 -1.16479 0.54376
N 0.38455 1.14610 1.42239
C -0.19989 2.14091 0.66676
N -0.12925 2.39102 -0.56592
H 0.24773 1.10188 2.41830
H 1.02331 0.49158 0.99720
H 0.51377 1.78268 -1.07053
H -0.85464 2.78701 1.24539
```

Summary:
**Structure (SMILES)**: [H]/N=C\N.C/C=N\O
**ΔE to the lowest compared entry with this formula, charge and spin**: 3.262 eV
**Frontier orbital gap**: 9.7 eV

Electronic structure analysis, Mulliken charges in units of e:
1 C -0.76
2 C 0.06
3 O -0.30
4 N -0.46
5 H 0.32
6 H 0.33
7 H 0.33
8 H 0.20
9 H 0.25
10 N -0.30
11 C 0.04
12 N -0.70
13 H 0.18
14 H 0.19
15 H 0.29
16 H 0.33

=====

# 2
A molecular structure, C50H67N3O2 at a distorted geometry, computed with the ωB97M-V functional and the def2-TZVPD basis.

```
122
Properties=species:S:1:pos:R:3
C -4.59175 -1.05169 -2.44886
C -3.12914 -0.68790 -2.21229
C -2.65186 0.37026 -3.21546
C -2.26472 -1.94801 -2.20854
C -2.05822 -2.60276 -3.42179
C -1.16594 -3.66852 -3.52607
C -0.42693 -4.04256 -2.40274
C -0.61418 -3.40177 -1.18002
C 0.27736 -3.72708 0.01078
C 1.69430 -4.18348 -0.35769
C -0.42504 -4.74665 0.89219
C -1.64964 -2.44447 -1.03166
N -1.76733 -1.70952 0.22203
N -0.89081 -0.68307 0.36622
N -1.24436 -0.06336 1.50823
C -0.50294 1.12183 1.98004
C -0.99686 2.40596 1.70708
C -2.19222 2.63045 0.78008
C -1.81783 3.50253 -0.42330
C -3.38865 3.20634 1.53261
C -0.37957 3.51352 2.29578
C 0.73585 3.35258 3.11474
C 1.25460 2.07866 3.33268
C 0.65413 0.95536 2.75444
C 1.27273 -0.42180 2.99980
C 1.12901 -0.84853 4.45973
C 2.73381 -0.47149 2.54182
C -2.26714 -0.71414 2.12613
C -2.74620 -0.21791 3.40157
C -2.60792 -1.83399 1.39880
C -3.50152 -2.87652 1.72070
H -4.92545 -1.76285 -1.68544
H -5.22692 -0.16219 -2.39003
H -4.73063 -1.51350 -3.43513
H -3.03099 -0.25778 -1.21009
H -1.61840 0.66815 -2.99957
H -2.69358 0.00292 -4.24991
H -3.28160 1.26670 -3.14569
H -2.60278 -2.27016 -4.31025
H -1.02182 -4.18167 -4.48265
H 0.30681 -4.84792 -2.49019
H 0.37944 -2.78207 0.56481
H 2.17938 -3.46826 -1.03164
H 2.30205 -4.24901 0.55260
H 1.69631 -5.17245 -0.83344
H -1.41163 -4.37980 1.19890
H -0.56128 -5.68660 0.33848
H 0.16505 -4.95536 1.79072
H -2.46577 1.63962 0.40150
H -0.98467 3.05303 -0.97644
H -2.67328 3.58742 -1.10348
H -1.52042 4.51191 -0.11133
H -3.67324 2.55876 2.36966
H -3.16436 4.20457 1.93091
H -4.24638 3.28664 0.85502
H -0.78770 4.51005 2.10694
H 1.20183 4.22147 3.58139
H 2.13668 1.94017 3.96310
H 0.70366 -1.11913 2.37439
H 0.07682 -0.83847 4.77231
H 1.51113 -1.86862 4.58977
H 1.69104 -0.17778 5.12467
H 2.80468 -0.21876 1.47757
H 3.35703 0.23216 3.10747
H 3.13276 -1.48234 2.68097
H -3.58724 -0.85153 3.71690
H -1.98202 -0.28787 4.20218
H -3.10889 0.82728 3.35458
H -4.50474 -2.54717 2.16921
H -3.49354 -3.76711 1.07415
C 0.25045 -5.35586 7.08749
O -0.56179 -4.16290 7.11240
C -1.60342 -4.06788 6.23876
C -2.44251 -2.92522 6.34695
C -3.44521 -2.70264 5.40720
C -3.65483 -3.59313 4.34275
C -4.72468 -3.29740 3.35092
C -5.78492 -4.38348 3.27904
C -7.04352 -4.05285 2.71615
C -8.14874 -4.87653 2.80016
C -9.49983 -4.56757 2.11808
C -9.66345 -5.45552 0.86480
C -9.59347 -3.10990 1.67138
C -10.73695 -4.85299 3.00000
C -8.00210 -6.20026 3.41214
O -8.86756 -7.09413 3.23529
C -6.77191 -6.49865 4.14056
C -6.66591 -7.89275 4.82382
C -7.86332 -8.24703 5.73433
C -5.40885 -8.05301 5.67907
C -6.63175 -9.00574 3.75033
C -5.74079 -5.57396 4.06129
C -2.83972 -4.72950 4.26024
C -1.83399 -4.99756 5.19336
H 0.94255 -5.22211 7.91595
H -0.35010 -6.25882 7.24206
H 0.79668 -5.43436 6.14186
H -2.28420 -2.21791 7.16009
H -4.13985 -1.87301 5.55369
H -5.27730 -2.40058 3.79571
H -7.18009 -3.02076 2.37225
H -9.71039 -6.51149 1.16049
H -10.59479 -5.19264 0.33853
H -8.81619 -5.30539 0.18195
H -9.53432 -2.43925 2.53857
H -8.80006 -2.87263 0.95274
H -10.56381 -2.94731 1.17531
H -10.71731 -4.24234 3.91330
H -11.64325 -4.59807 2.42294
H -10.78397 -5.91582 3.26929
H -8.79443 -8.26616 5.15599
H -7.69062 -9.25617 6.14431
H -7.95455 -7.53995 6.56976
H -4.49432 -7.91392 5.08827
H -5.41949 -7.36596 6.53519
H -5.40003 -9.08082 6.07797
H -5.79824 -8.84599 3.05223
H -6.50035 -9.98150 4.24416
H -7.57992 -9.01838 3.19865
H -4.94516 -5.65972 4.80450
H -3.06268 -5.48654 3.50532
H -1.21666 -5.90672 5.10349
```

Summary:
**ΔE to the lowest compared entry with this formula, charge and spin**: 3.794 eV
**Frontier orbital gap**: 5.9 eV

Atom charges from the Mulliken analysis, given in e for atoms 1 to 99:
1 C -1.53
2 C 1.73
3 C -1.47
4 C 0.22
5 C -0.44
6 C -1.37
7 C -0.69
8 C 0.39
9 C 2.60
10 C -1.93
11 C -1.02
12 C -1.00
13 N 2.00
14 N -0.81
15 N 1.75
16 C -1.62
17 C 0.70
18 C 1.45
19 C -1.53
20 C -1.32
21 C -0.28
22 C -1.65
23 C -0.34
24 C 0.78
25 C 1.54
26 C -1.23
27 C -1.65
28 C 0.05
29 C -0.04
30 C 0.72
31 C -1.66
32 H 0.36
33 H 0.45
34 H 0.32
35 H -0.85
36 H 0.35
37 H 0.30
38 H 0.40
39 H 0.37
40 H 0.36
41 H 0.26
42 H -0.88
43 H 0.41
44 H 0.42
45 H 0.42
46 H 0.03
47 H 0.32
48 H 0.39
49 H -0.50
50 H 0.36
51 H 0.40
52 H 0.32
53 H 0.28
54 H 0.31
55 H 0.42
56 H 0.37
57 H 0.36
58 H 0.38
59 H -0.58
60 H 0.18
61 H 0.46
62 H 0.28
63 H 0.40
64 H 0.30
65 H 0.44
66 H -0.10
67 H -0.30
68 H -0.20
69 H 0.31
70 H 0.72
71 C -0.83
72 O -0.47
73 C 0.84
74 C -1.11
75 C -0.38
76 C -0.43
77 C 0.45
78 C -0.60
79 C -0.47
80 C -0.51
81 C 2.32
82 C -1.61
83 C -2.05
84 C -1.74
85 C 1.06
86 O -0.84
87 C -0.72
88 C 2.23
89 C -1.79
90 C -2.02
91 C -1.67
92 C -0.73
93 C -0.12
94 C -0.93
95 H 0.27
96 H 0.33
97 H 0.31
98 H 0.43
99 H 0.50

=====

# 3
2 unconnected molecules or ions with the total composition C4H6N2O3S at a distorted geometry, computed with the ωB97M-V functional and the def2-TZVPD basis.

```
16
Properties=species:S:1:pos:R:3
C 2.24923 -2.01726 -0.09942
C -0.54430 0.74269 -0.51962
C 0.43101 1.38549 -0.83123
C -2.32005 -0.24588 1.37013
N 2.87772 -1.07423 0.10886
N 1.47113 2.14283 -1.13944
O -2.83657 -0.25088 -1.25271
O -1.05163 -1.75160 -0.42381
O 3.59366 -0.17045 0.38081
S -1.74936 -0.49140 -0.34609
H 1.49018 -2.66645 -0.40672
H -1.78151 0.59562 1.78954
H -3.38633 -0.05573 1.35444
H -2.10092 -1.14935 1.92412
H 2.35434 1.86990 -0.73016
H 1.30338 3.13669 -1.17871
```

Summary:
**Structure (SMILES)**: CS(=O)(=O)C#CN.C#[N+][O-]
**ΔE to the lowest compared entry with this formula, charge and spin**: 4.515 eV
**Frontier orbital gap**: 10.2 eV

Electronic structure analysis, Mulliken charges in units of e:
1 C -0.23
2 C -0.85
3 C 0.83
4 C -0.94
5 N 0.47
6 N -0.47
7 O -0.63
8 O -0.59
9 O -0.64
10 S 1.17
11 H 0.40
12 H 0.31
13 H 0.33
14 H 0.33
15 H 0.26
16 H 0.24

=====

# 4
A single C4H6O4 molecule at a distorted geometry, computed with the ωB97M-V functional and the def2-TZVPD basis.

```
14
Properties=species:S:1:pos:R:3
C 0.78079 0.72887 -0.24326
C 1.30781 -0.49075 0.54382
C -0.23129 -0.19545 -0.79267
C -1.56816 -0.08542 -0.02857
H -0.10831 2.32732 0.10540
H 1.68240 1.01337 -0.97169
H 2.41006 -0.78646 0.57379
H 0.52935 -0.64278 1.61603
H -0.60711 -0.26912 -1.81901
H -1.14875 -1.63460 0.56649
O 0.47158 1.65622 0.50666
O 0.57029 -1.46217 -0.56983
O -1.72975 -0.89111 0.92372
O -2.35892 0.73210 -0.41088
```

Summary:
**Structure (SMILES)**: O=C(O)[C@@H]1OC[C@@H]1O
**ΔE to the lowest compared entry with this formula, charge and spin**: 4.670 eV
**Frontier orbital gap**: 10.8 eV

Electronic structure analysis, Mulliken charges in units of e:
1 C 0.28
2 C -0.49
3 C -0.08
4 C 0.39
5 H 0.39
6 H 0.27
7 H 0.30
8 H 0.23
9 H 0.39
10 H 0.43
11 O -0.48
12 O -0.54
13 O -0.50
14 O -0.58

=====

| no. | E_LUMO (eV) | HOMO (eV) |
| --- | --- | --- |
| 1 | 0.624 | -9.1 |
| 2 | -0.218 | -6.1 |
| 3 | 0.588 | -9.7 |
| 4 | 0.684 | -10.1 |